No. 1
96
Properties=species:S:1:pos:R:3:forces:R:3:lowdin_charge:R:1 method="wB97M-V/def2-TZVPD" gap_ha="0.2302 / 0.2302" charge=+2 e_homo_ev="-13.398 / -13.403"
Os -1.05399 -1.11844 -0.53822 -1.2 -0.8 0.3 1.431
Sb 1.95748 -1.74404 0.96574 -0.1 0.3 -0.1 1.453
Si 2.96832 1.66507 0.86621 0.0 0.0 -0.1 0.489
Si 0.89475 -3.61827 -1.65300 0.1 -0.1 -0.1 0.454
Si 1.91653 0.19049 3.44430 0.0 0.0 -0.1 0.447
O -4.37373 5.11688 0.23521 0.0 -0.1 0.1 -0.035
O -6.01820 2.83904 -2.74090 0.0 0.0 0.0 0.116
N 0.12433 0.08019 -1.80550 0.1 0.3 0.0 -0.060
N -0.94919 0.36729 0.89127 0.5 -0.1 -0.1 -0.031
N -4.33133 3.60100 -1.43709 0.1 0.0 0.1 0.095
N -2.59699 -0.25388 -1.80726 0.5 0.1 0.2 -0.075
C -4.15073 1.42199 -2.50737 0.0 0.0 0.0 -0.067
C 2.35395 1.75031 4.39632 0.0 0.0 -0.1 -0.155
C -2.36978 2.00811 1.96532 0.0 0.1 0.0 -0.022
C -3.80572 -0.52134 -3.84713 0.0 0.0 0.0 0.015
C -1.58017 -2.96399 0.57035 0.4 0.1 -0.1 -0.321
C -4.91954 2.69992 -2.25047 0.0 0.0 0.1 -0.442
C 4.62344 1.35343 1.69103 -0.1 0.0 0.0 -0.162
C 1.59601 0.40193 1.47799 0.1 0.0 0.2 -0.507
C -0.01668 2.15233 2.11517 0.1 0.0 0.0 -0.073
C 3.30597 -1.03659 3.77145 0.0 0.0 0.0 -0.204
C 0.18502 0.93916 1.41726 -0.2 0.1 0.2 -0.323
C -2.87825 -0.94878 -2.91852 -0.1 -0.1 -0.1 -0.092
C 1.88460 0.39541 -3.86456 0.1 0.0 0.0 -0.017
C -3.22734 -1.81331 1.66212 0.0 0.0 0.4 -0.047
C -5.00846 4.79722 -0.98210 -0.1 0.0 -0.1 -0.223
C -0.03803 1.10704 -2.64841 0.1 0.1 0.0 -0.097
C 1.14053 -0.78664 -1.93827 0.1 0.0 0.0 -0.400
C 2.05190 -0.65339 -2.97935 0.1 0.0 0.0 -0.024
C -1.24109 2.70431 2.38275 0.0 -0.1 0.0 0.002
C 3.25149 1.64865 -0.98486 -0.1 0.0 0.1 -0.157
C -0.68121 -3.82836 -2.66801 -0.1 0.0 0.1 -0.169
C 1.02067 -4.91167 -0.29445 0.0 0.1 0.0 -0.179
C -2.24580 -2.10900 2.60474 -0.4 0.2 0.1 -0.073
C 0.89181 -1.83003 -0.92551 -0.1 -0.3 -0.3 -0.584
C -2.83226 -2.30179 0.38322 0.6 0.2 -0.5 -0.234
C 3.94584 -1.77536 0.15249 0.0 0.0 0.1 -0.277
C -2.16039 0.87812 1.22943 0.0 0.0 0.1 -0.175
C -1.22496 -2.79026 1.96100 0.0 -0.1 -0.4 -0.067
C 0.35143 -0.50366 4.20048 0.1 0.0 0.1 -0.148
C -3.20335 0.92710 -1.63229 -0.1 0.1 -0.1 -0.072
C 2.31683 -3.89182 -2.84169 -0.1 0.0 0.0 -0.164
C 2.58806 3.48634 1.16404 0.0 0.0 -0.1 -0.168
C -4.47576 0.67198 -3.62996 0.0 0.0 0.0 0.061
C 0.83555 1.29645 -3.69673 -0.1 0.0 0.0 -0.032
H 2.03883 -5.30748 -0.27063 0.0 0.0 0.0 0.049
H 0.79346 -4.56148 0.71295 0.0 0.0 0.0 -0.004
H -2.26446 -1.83880 3.64856 0.0 0.0 0.0 0.119
H 5.31657 2.06504 1.23176 0.0 0.0 0.0 0.056
H 0.35805 -5.75288 -0.50998 0.0 0.0 0.0 0.053
H 2.47366 3.81446 2.19595 0.0 0.0 0.0 0.034
H -0.49541 0.18308 4.13871 0.0 0.0 0.0 0.042
H 1.73345 3.84029 0.58365 0.0 0.0 0.0 0.045
H 0.06087 -1.45328 3.75526 0.1 0.0 0.0 0.000
H -4.16374 -1.31103 1.86367 0.0 0.0 0.0 0.131
H -1.60476 -3.58806 -2.12840 0.0 0.0 0.0 0.007
H 3.97582 2.44075 -1.19420 0.0 0.0 0.0 0.057
H 3.29298 -3.64636 -2.42017 0.0 0.0 0.0 0.032
H 0.86104 2.63880 2.49372 0.0 0.0 0.0 0.055
H -1.31562 3.63424 2.93016 0.0 0.0 0.0 0.134
H -2.99669 0.32268 0.85013 -0.1 0.1 0.0 0.076
H -4.69407 5.96969 0.54747 0.0 0.0 0.0 0.103
H 1.50011 2.40355 4.57554 0.0 0.0 0.0 0.042
H 4.19808 -0.94321 -0.49626 0.0 0.0 0.0 -0.008
H -5.24073 1.03848 -4.30251 0.0 0.0 0.0 0.144
H 0.70191 2.13080 -4.36989 0.0 0.0 0.0 0.123
H 2.87033 -1.34932 -3.08432 0.0 0.0 0.0 0.113
H -4.90118 5.60403 -1.71245 0.0 0.0 0.0 0.140
H 4.25009 -0.79184 3.28922 0.0 0.0 0.0 0.021
H 2.34262 1.89942 -1.53422 0.0 0.0 0.0 0.022
H 2.33711 -4.96029 -3.07672 0.0 0.0 0.0 0.055
H -3.99850 -1.13112 -4.71823 0.0 0.0 0.0 0.131
H -1.23981 -3.80048 -0.01857 0.0 -0.1 0.1 0.071
H 2.57848 0.52467 -4.68491 0.0 0.0 0.0 0.131
H 2.68759 1.40307 5.37892 0.0 0.0 0.0 0.054
H 2.20018 -3.36647 -3.78943 0.0 0.0 0.0 0.037
H -0.87728 1.76674 -2.47233 0.0 0.0 0.0 0.114
H -3.37928 2.33326 2.17311 0.0 0.0 0.0 0.128
H 3.48227 -0.97988 4.85043 0.0 0.0 0.0 0.054
H 0.54805 -0.68775 5.26020 0.0 0.0 0.0 0.059
H 3.65747 0.72781 -1.38583 0.0 -0.1 0.0 0.008
H 3.16884 2.34368 3.98223 -0.1 0.0 0.0 0.023
H 4.01682 -2.70965 -0.40717 0.0 0.0 0.0 0.002
H 4.63305 1.55898 2.76145 0.0 -0.1 -0.1 0.027
H -2.92826 1.48456 -0.75278 0.0 0.0 0.0 0.092
H -3.48689 -2.41690 -0.46745 -0.2 -0.2 0.1 0.109
H 4.66506 -1.83560 0.96726 0.0 0.0 0.0 0.010
H 3.46739 4.00759 0.77171 0.0 0.0 0.0 0.052
H -0.79026 -4.87435 -2.96577 0.1 0.0 0.0 0.059
H -0.32818 -3.17317 2.42257 0.0 0.0 0.0 0.082
H -3.36786 3.52113 -1.15750 0.0 0.0 -0.1 0.133
H 5.03885 0.36368 1.52730 0.0 -0.1 0.0 0.017
H -2.35401 -1.88495 -3.06357 0.0 0.0 0.1 0.090
H -0.63877 -3.23634 -3.58610 0.0 0.0 0.0 0.042
H 3.06171 -2.07915 3.56206 0.0 0.0 0.0 0.009
H -6.06653 4.56023 -0.86086 0.0 0.0 0.0 0.136


No. 2
13
Properties=species:S:1:pos:R:3:forces:R:3:nbo_charge:R:1 method="wB97M-V/def2-TZVPD" gap_ha=0.4446 relative_energy_kcal_mol=22.48 e_homo_ev=-11.165
N -1.10219 -2.70910 -1.00315 0.1 1.1 0.2 -0.333
C -0.75908 -0.17954 -0.41886 -0.1 0.0 -0.1 -0.336
C 0.60351 0.42133 -0.87055 0.1 0.0 -0.2 -0.377
C 0.95007 0.74527 0.60249 0.1 0.1 0.1 -0.405
C -0.38151 0.10841 1.06386 -0.1 0.0 0.2 -0.377
C -0.96634 -1.58718 -0.75175 -0.1 -0.9 -0.2 0.291
H 1.26747 -0.30335 -1.34782 -0.1 0.1 0.1 0.221
H 1.03753 1.81233 0.82234 0.0 -0.2 0.0 0.209
H 0.50114 1.28752 -1.52912 0.0 -0.1 0.1 0.214
H -1.62360 0.39198 -0.76796 0.1 -0.1 0.0 0.246
H -1.07368 0.78906 1.56532 0.1 -0.1 -0.1 0.214
H -0.27283 -0.79161 1.67302 0.0 0.1 -0.1 0.221
H 1.84631 0.24296 0.97538 -0.1 0.1 0.0 0.213


No. 3
61
Properties=species:S:1:pos:R:3:forces:R:3:mulliken_spin:R:1 method="wB97M-V/def2-TZVPD" gap_ha="0.1073 / 0.1175" multiplicity=5 relative_energy_kcal_mol=168.24 charge=-1 e_homo_ev="-0.934 / -1.212"
Cr -0.80033 -1.48597 0.43723 -3.1 -3.2 -0.7 3.715
S -2.44044 0.83813 -2.40718 -1.2 -1.7 1.0 0.005
S 1.54416 -1.66337 3.04088 -0.3 0.1 -0.7 0.041
S 1.58387 0.98661 -0.53826 -2.5 -0.1 -1.2 0.027
O 1.59562 2.48968 0.26521 -0.1 -3.1 -1.2 0.003
O -3.27490 1.89981 -1.38962 2.4 0.1 -3.0 0.002
O -0.30138 -3.23796 -0.77807 2.1 1.7 -0.7 -0.013
O -2.34338 -0.91921 1.73682 -0.4 8.2 3.1 -0.054
O 1.05386 -1.87176 4.39006 0.5 0.2 -1.3 -0.001
O 0.66734 -1.85265 1.87357 2.8 0.1 2.8 0.014
O 2.80506 0.24320 -0.52082 0.4 0.7 0.8 0.009
O -3.00472 -2.32608 0.28071 -9.1 2.9 -9.0 0.117
O -2.02395 -2.90602 1.63932 5.8 -8.4 10.1 -0.253
O 2.12985 -0.10463 2.93225 -0.3 -1.4 0.4 0.003
O -1.87356 -0.24949 -1.57695 -0.9 2.9 -2.3 0.015
O -1.64750 1.61149 -3.38625 -1.3 -1.0 2.3 0.002
O 0.36173 0.24987 -0.11823 2.8 3.0 -0.9 0.019
C 1.87377 -4.35281 -1.27391 -0.1 -0.7 -0.8 0.001
C 0.94647 -2.58955 -2.88105 1.2 -0.9 1.2 0.000
C 2.79536 4.51142 -0.12124 0.0 -1.7 0.5 0.001
C -4.06751 1.38867 -0.38522 -2.1 -0.9 2.5 0.027
C 1.60856 0.95450 3.80839 0.3 0.8 -1.3 -0.001
C 0.15501 1.29887 3.51974 -0.1 -1.2 0.5 0.017
C -2.86695 -2.02931 1.50984 4.8 -1.4 -4.8 0.276
C 2.88979 3.06748 0.41396 -0.1 1.1 0.9 0.000
C -5.49469 1.96056 -0.35983 0.0 0.6 -0.8 -0.002
C -3.92691 0.19657 -3.33733 1.8 0.6 -0.5 0.003
C 1.49042 1.66726 -2.29936 -0.4 -0.3 1.3 0.008
C 1.00011 -3.08860 -1.41599 -2.0 -0.1 1.7 0.021
C 3.16253 -2.66937 2.82128 -1.2 0.9 0.0 0.008
H 2.39823 2.22835 -2.52104 0.2 -0.2 0.4 0.000
H -0.40508 0.36444 3.48447 -0.5 0.1 0.1 0.001
H -4.05946 0.96217 -4.10179 -0.5 0.4 0.4 0.000
H -0.24624 1.91276 4.32612 0.0 0.1 -0.1 0.001
H 2.14005 1.82280 3.41896 0.6 -0.1 0.1 0.000
H 1.93615 0.83956 4.84162 -0.5 -0.5 0.0 0.000
H -4.13881 0.30376 -0.30786 0.4 -0.4 -0.6 -0.024
H 0.68745 -1.53671 -2.99307 -0.8 -0.3 0.0 -0.004
H 2.83087 4.37374 -1.20193 0.2 0.8 0.0 0.000
H -3.66865 1.62809 0.60052 0.6 0.2 -0.1 0.003
H -5.51482 3.04493 -0.46869 0.4 0.3 0.5 0.000
H 3.62498 5.03944 0.34889 0.0 0.4 -0.6 0.000
H 2.57160 -4.49032 -2.09988 0.6 0.6 -0.1 -0.001
H -5.98375 1.68594 0.57478 0.1 0.0 0.0 -0.001
H 3.71201 2.51931 -0.04600 -0.3 -0.2 -0.2 0.000
H 3.72025 -2.21046 2.00491 -0.1 0.1 0.2 0.001
H 1.36866 -5.31246 -1.38360 -0.9 0.1 0.5 0.001
H 0.39051 -3.36524 -3.40764 -0.4 0.6 -0.4 0.002
H 3.05409 3.04353 1.49124 0.3 0.2 0.1 0.000
H -6.16123 1.70774 -1.18439 0.1 -0.8 -0.2 0.001
H 1.52296 -2.37173 -0.78289 0.6 0.7 -0.3 0.015
H 0.64250 2.34819 -2.37339 -0.1 -0.4 0.0 0.000
H 2.42700 -4.38247 -0.33522 -0.1 0.1 0.1 0.000
H -3.56978 -0.63214 -3.94872 0.0 -0.5 0.6 0.000
H 3.68735 -2.66421 3.77660 -0.1 0.4 -0.1 0.001
H -4.78771 -0.02652 -2.70698 0.4 0.0 0.0 -0.001
H 2.95239 -3.70547 2.55590 -0.6 0.2 0.0 -0.001
H 0.02144 1.78246 2.55207 0.2 0.0 0.1 -0.004
H 1.98932 -2.66060 -3.19010 0.2 0.1 -0.5 0.000
H 1.82820 4.91656 0.17637 0.2 0.2 0.0 0.000
H 1.43205 0.81704 -2.97892 -0.2 0.0 0.2 -0.001


No. 4
64
Properties=species:S:1:pos:R:3:forces:R:3:mulliken_spin:R:1 method="wB97M-V/def2-TZVPD" gap_ha="0.2278 / 0.2286" multiplicity=5 relative_energy_kcal_mol=30.84 charge=+2 e_homo_ev="-12.084 / -14.886"
Pd 1.40027 -1.07407 -2.34264 4.0 -1.4 6.6 0.802
P -3.15980 0.94973 -2.01018 -0.5 -0.3 -0.6 0.782
P 2.38954 0.01854 2.43559 -1.8 -0.2 -1.0 0.017
C -0.77249 -0.71569 4.46700 0.1 -0.1 -0.1 0.007
C -1.47200 0.61556 1.10968 -0.9 -0.1 -0.6 0.168
C 0.28118 0.48350 -2.15743 -2.2 2.8 0.0 0.113
C -3.47308 1.70332 -3.64928 0.2 0.5 0.1 -0.019
C 0.91162 0.54051 -4.55951 0.2 0.8 -0.3 0.024
C -1.24229 -1.65519 -2.46519 -0.3 -0.8 0.6 -0.022
C 0.02393 0.55112 4.12254 -0.1 -0.1 0.1 0.084
C 2.80852 -1.54949 3.19505 0.4 -0.3 0.1 0.017
C 0.74240 1.42119 -3.27985 -0.2 -0.1 -0.2 0.052
C -0.92728 1.75129 4.17097 0.2 0.1 -0.1 0.011
C 3.46865 1.35514 2.93126 0.4 0.2 0.0 0.009
C 0.62510 0.40056 2.67708 0.0 -0.1 0.9 -0.061
C 1.73932 -1.25625 -0.12423 0.6 -0.9 2.2 0.589
C 2.49903 -0.16021 0.58615 0.8 0.2 -0.5 0.057
C -0.87417 -0.23796 -2.55430 -0.9 1.2 -0.8 0.330
C 1.48981 -0.82170 -4.22466 0.2 -0.3 -3.2 -0.013
C -4.46373 -0.33274 -2.12893 0.1 -0.1 0.6 -0.016
C -0.13466 0.42245 1.61143 0.7 0.3 0.4 0.736
C 1.09806 0.75051 5.19097 0.1 0.1 0.0 0.009
C -0.66559 -2.31136 -3.78093 -0.3 0.0 0.3 0.044
C 0.81892 -2.04655 -3.86809 -0.4 -1.3 -3.4 0.178
H -2.52167 2.01639 -4.10218 -0.4 0.1 0.0 0.015
H -1.19602 -1.93821 -4.67110 0.1 0.0 0.3 0.008
H -0.03179 0.44335 -5.11374 0.1 0.0 0.2 0.005
H -2.21707 -0.02532 1.61905 0.3 0.2 -0.1 0.034
H 0.29637 0.89662 -1.13698 0.4 -0.5 -0.2 0.005
H -0.11482 -1.59375 4.50979 -0.2 0.1 0.0 0.001
H -1.35511 1.83151 5.17945 0.1 0.0 -0.3 0.000
H -0.38617 2.67951 3.94921 -0.2 -0.1 0.0 -0.001
H 1.92963 -2.20709 3.24615 0.2 0.3 -0.1 0.003
H -4.07216 2.60424 -3.43840 0.1 -0.2 -0.4 0.031
H 3.85454 1.18155 3.94418 -0.1 0.0 -0.3 0.001
H 3.57949 -2.03336 2.57968 -0.1 0.1 0.2 -0.002
H -1.73954 1.63472 3.44751 0.0 0.1 0.3 -0.003
H 2.92816 2.31051 2.90361 0.1 -0.3 0.0 0.000
H 0.59948 0.88449 6.15991 0.2 0.0 -0.2 0.001
H 2.27150 -2.21933 -0.15232 -0.2 0.3 -0.2 0.004
H -0.80179 -2.15021 -1.57883 -0.3 0.0 -0.3 0.009
H -1.80400 1.66597 1.18969 0.2 -0.4 0.0 0.018
H 3.20972 -1.39671 4.20596 -0.1 -0.1 -0.3 0.000
H -2.32910 -1.75417 -2.41036 0.1 -0.2 -0.2 0.006
H 0.01201 2.22552 -3.43964 0.2 0.0 -0.1 0.002
H -4.01709 1.02994 -4.32819 0.2 0.3 0.2 0.003
H -1.35576 0.20651 -3.43720 0.4 -0.3 -0.1 -0.063
H 4.31254 1.39857 2.22945 -0.1 0.0 0.2 0.002
H -4.61765 -0.66966 -3.16382 0.0 0.1 0.4 0.011
H -1.55096 -0.89650 3.71667 0.1 0.0 0.2 -0.004
H 1.69978 1.89061 -3.01954 -0.2 -0.1 0.0 -0.012
H 0.72471 -1.35084 0.28836 0.0 0.0 -0.8 -0.002
H 3.58170 -0.25589 0.39025 -0.3 0.2 -0.1 -0.009
H -5.37850 0.13346 -1.72990 0.0 -0.4 -0.2 0.030
H 1.69622 1.64763 4.99824 -0.1 -0.1 0.1 0.000
H -1.24735 -0.58938 5.44943 0.1 -0.1 -0.3 0.001
H 2.15764 0.81633 0.20668 0.3 0.0 0.2 0.018
H 1.75999 -0.11839 5.28237 -0.1 0.1 0.1 -0.001
H 2.49528 -0.98816 -4.63119 -0.2 0.1 0.2 0.020
H -4.18996 -1.17958 -1.48500 -0.4 0.1 -0.1 0.004
H -1.51596 0.35958 0.03477 -0.1 0.1 0.4 -0.054
H 1.62039 1.03782 -5.23517 -0.3 -0.1 0.1 -0.003
H -0.82720 -3.39534 -3.74278 -0.1 0.3 0.1 0.002
H 1.42929 -2.93518 -4.06657 -0.2 0.1 0.1 0.018